Entry 1:
The following is a DFT calculation (ωB97M-V/def2-TZVPD) of a structure of composition C26H41BN7O3PtS4Sb.

Summary:
gap between HOMO and LUMO	7.5993	eV
LUMO energy	0.2	eV
calculated total energy	-3601.60972	Eh

The geometry in XYZ format:
```
84
Properties=species:S:1:pos:R:3:lowdin_charge:R:1
Pt -0.2315 0.5284 0.0261 0.337
C 0.2514 2.1801 -3.2694 -0.026
N 1.1849 2.8578 -2.3847 -0.090
C 2.4639 3.2333 -2.7234 -0.024
C 3.0069 3.7912 -1.6196 -0.049
N 2.0678 3.7533 -0.6133 -0.028
B 2.3203 4.2602 0.8323 -0.420
N 2.2747 3.0557 1.8755 0.019
C 2.3665 3.3362 3.2210 -0.053
C 2.2811 2.1753 3.9066 -0.062
N 2.1263 1.1810 2.9685 -0.112
C 1.9219 -0.2324 3.2340 -0.033
C 2.1231 1.7379 1.7342 -0.635
S 2.0648 0.7708 0.2852 0.669
C 0.9692 3.1633 -1.0942 -0.700
S -0.4817 2.8139 -0.1881 0.607
H 0.8176 1.6738 -4.0432 0.083
H -0.4488 2.8955 -3.6990 0.097
H -0.2843 1.4305 -2.6940 0.034
H 2.8707 3.0350 -3.6986 0.130
H 3.9795 4.2186 -1.4578 0.120
H 3.4290 4.7446 0.8517 0.074
H 1.4547 5.0260 1.1801 0.071
H 2.4852 4.3465 3.5701 0.126
H 2.3334 1.9703 4.9613 0.121
H 1.8155 -0.3669 4.3084 0.091
H 2.7650 -0.8155 2.8676 0.091
H 1.0313 -0.5791 2.7104 0.057
C -1.9539 -0.7922 3.6553 -0.022
C -1.3876 0.6074 3.6425 -0.513
C -0.9797 1.1860 4.9750 -0.013
O -1.2894 1.2431 2.6178 -0.018
H -1.1579 -1.4953 3.9168 0.085
H -2.3472 -1.0480 2.6742 0.059
H -2.7338 -0.8833 4.4144 0.094
H -1.8721 1.6079 5.4458 0.094
H -0.2608 1.9877 4.8282 0.067
H -0.5842 0.4224 5.6468 0.083
C -5.1189 -1.5492 -0.9738 -0.177
C -3.5976 -1.6087 -0.8594 -0.402
Sb -2.6884 0.2998 -0.6099 1.370
C -4.2254 1.3920 0.3816 -0.402
C -4.5472 0.9405 1.8049 -0.174
C -3.1564 1.0388 -2.5593 -0.401
C -3.3365 2.5540 -2.6532 -0.191
H -5.5232 -2.5407 -1.1866 0.073
H -5.4430 -0.8866 -1.7783 0.057
H -5.5812 -1.1980 -0.0504 0.054
H -3.1456 -2.0132 -1.7684 0.061
H -3.2830 -2.2546 -0.0389 0.033
H -5.1035 1.3168 -0.2618 0.054
H -3.8867 2.4295 0.3852 0.055
H -4.8225 -0.1161 1.8491 0.059
H -5.3823 1.5137 2.2133 0.074
H -3.6923 1.0943 2.4559 0.035
H -4.0739 0.5304 -2.8624 0.045
H -2.3604 0.6961 -3.2220 0.046
H -4.2002 2.8874 -2.0751 0.059
H -3.5034 2.8546 -3.6902 0.072
H -2.4661 3.0872 -2.2765 0.018
N 5.8558 -5.1330 -1.3994 0.095
C 4.7833 -4.3205 -1.7372 -0.323
C 4.4801 -3.1923 -0.9696 -0.027
C 3.4526 -2.3471 -1.3389 -0.058
C 2.7010 -2.6241 -2.4757 -0.316
C 2.9893 -3.7446 -3.2427 -0.063
C 4.0251 -4.5862 -2.8775 -0.030
S 1.3948 -1.5498 -2.9727 0.539
O 0.6070 -2.3039 -3.9272 -0.341
O 1.9775 -0.3054 -3.4136 -0.319
N 0.5518 -1.2131 -1.6604 -0.216
C 0.0341 -2.1957 -0.9128 -0.765
S -0.2479 -3.8586 -1.3563 1.065
C -0.9403 -4.1483 0.1946 -0.416
C -0.9306 -3.0160 0.9226 -0.292
N -0.3753 -1.9045 0.3260 -0.069
H 6.2017 -5.0655 -0.4586 0.086
H 5.8657 -6.0611 -1.7841 0.087
H 5.0640 -2.9788 -0.0813 0.109
H 3.2265 -1.4730 -0.7401 0.055
H 2.3886 -3.9511 -4.1179 0.113
H 4.2516 -5.4598 -3.4781 0.109
H -1.3130 -5.1189 0.4766 0.061
H -1.2977 -2.9375 1.9361 0.086
```

Entry 2:
The following is a DFT calculation (ωB97M-V/def2-TZVPD) of a cluster of 2 separate species, C3H7NS in total.

Summary:
gap between HOMO and LUMO (alpha / beta)	6.6301 / 7.2845	eV
LUMO energy (alpha / beta)	1.0 / -1.6	eV
multiplicity	3
calculated total energy	-571.25932	Eh

The geometry in XYZ format:
```
12
Properties=species:S:1:pos:R:3:lowdin_charge:R:1
C 1.8174 -1.6868 0.3410 -0.774
C -0.2398 0.6110 0.1556 -0.304
C -1.3431 1.5267 -0.2695 -0.081
N -0.0944 -0.5397 -0.1896 0.043
S 1.4724 -3.2009 0.6353 0.633
H 1.9227 -1.3569 -0.7807 0.056
H 1.7439 -0.8398 1.1104 0.032
H 0.3479 0.9211 0.9358 0.078
H -0.9636 2.5615 -0.5163 0.082
H -1.9800 1.6962 0.6081 0.070
H -2.0499 1.2373 -1.1181 0.096
H -0.6334 -0.9298 -0.9120 0.070
```

Entry 3:
The following is a DFT calculation (ωB97M-V/def2-TZVPD) of the molecule C11H17F2NO.

Summary:
gap between HOMO and LUMO (alpha / beta)	6.9515 / 7.8484	eV
LUMO energy (alpha / beta)	0.7 / 0.7	eV
calculated total energy	-758.96661	Eh

The geometry in XYZ format:
```
32
Properties=species:S:1:pos:R:3:lowdin_charge:R:1
C -3.2472 -0.0418 0.0982 -0.197
C -2.5994 1.1232 -0.6394 -0.181
C -2.4115 -0.4110 1.3189 -0.144
C -1.2087 0.7271 -1.1477 -0.130
C 1.7789 0.6941 1.1674 -0.108
C 1.7567 0.6706 -1.2308 -0.110
C 2.9567 -0.2873 1.1431 -0.184
C 2.9424 -0.3065 -1.1705 -0.182
C -0.9478 -0.6580 0.9647 -0.251
C -0.3523 0.2634 -0.0113 -0.190
C -0.7228 -1.9485 0.1917 -0.224
N 0.9659 0.5446 -0.0213 -0.079
O 3.7274 -0.0947 -0.0205 -0.125
F -1.2692 -2.0801 -1.0557 0.015
F 0.6072 -2.2814 0.0546 0.009
H -4.2552 0.2293 0.4175 0.111
H -3.3264 -0.8986 -0.5709 0.110
H -3.2175 1.4244 -1.4868 0.110
H -2.5099 1.9780 0.0357 0.117
H -2.4503 0.4078 2.0418 0.120
H -2.8127 -1.3063 1.7952 0.118
H -1.3317 -0.0552 -1.9059 0.121
H -0.7355 1.5859 -1.6278 0.119
H 1.1795 0.5545 2.0649 0.123
H 2.1816 1.7165 1.1686 0.135
H 2.1412 1.6957 -1.3099 0.133
H 1.1513 0.4387 -2.1050 0.127
H 3.6218 -0.1081 1.9891 0.127
H 2.5810 -1.3187 1.1808 0.121
H 2.5646 -1.3376 -1.1808 0.122
H 3.6017 -0.1498 -2.0256 0.128
H -0.3600 -0.7702 1.8777 0.140
```

Entry 4:
The following is a DFT calculation (ωB97M-V/def2-TZVPD) of a structure of composition C4H9FHgO2.

Summary:
gap between HOMO and LUMO (alpha / beta)	4.9965 / 6.4413	eV
LUMO energy (alpha / beta)	3.7 / 3.7	eV
total charge	-1
multiplicity	2
calculated total energy	-561.39710	Eh

The geometry in XYZ format:
```
17
Properties=species:S:1:pos:R:3:lowdin_charge:R:1
F -0.5023 2.1705 -1.9392 -0.736
C 0.2843 -2.1812 -1.7335 -0.269
O -0.4217 -1.4569 -0.6456 -0.450
C 0.3203 -1.3434 0.5329 -0.340
C 0.0054 -0.0305 1.2249 -0.291
O 0.4998 1.0267 0.4513 -0.380
H -0.5272 -2.3630 -2.4674 -0.014
H 0.5187 -3.1937 -1.3318 -0.006
H 1.4035 -1.3692 0.2946 0.099
H 0.1178 -2.1886 1.2207 0.115
H 0.4767 -0.0203 2.2288 0.114
H -1.0900 0.0376 1.3884 0.121
Hg 0.5900 0.3090 -1.7793 0.858
C -0.3429 2.4535 0.4894 -0.024
H -0.3447 2.8271 1.5222 0.042
H -1.4122 2.1870 0.4561 0.081
H 0.4243 3.1355 0.0874 0.082
```

Entry 5:
The following is a DFT calculation (ωB97M-V/def2-TZVPD) of a structure of composition C5H9NO.

Summary:
gap between HOMO and LUMO	9.3995	eV
LUMO energy	1.0	eV
calculated total energy	-325.74704	Eh

The geometry in XYZ format:
```
16
Properties=species:S:1:pos:R:3:lowdin_charge:R:1
C -1.7672 0.5712 -0.1608 -0.037
C -0.8983 -0.4759 0.4625 -0.381
N -1.2568 -1.5606 0.9493 0.144
O 0.1438 0.7213 1.4513 -0.086
C 1.0508 0.0284 0.8273 -0.402
C 1.8531 0.4605 -0.3182 -0.091
C 0.7197 -0.4574 -0.8117 -0.068
H -2.5224 0.8516 0.5776 0.098
H -1.2019 1.4587 -0.4355 0.086
H -2.2606 0.1389 -1.0370 0.094
H -0.5869 -2.2104 1.3349 0.069
H 1.3923 -0.9215 1.2719 0.146
H 1.7363 1.5049 -0.5994 0.118
H 2.8669 0.0767 -0.4184 0.111
H 0.1192 -0.0122 -1.5983 0.095
H 0.9893 -1.4933 -1.0024 0.104
```

Entry 6:
The following is a DFT calculation (ωB97M-V/def2-TZVPD) of a cluster of 10 separate species, C29H78O10 in total.

Summary:
gap between HOMO and LUMO	9.9199	eV
LUMO energy	0.3	eV
structure (SMILES)	CC(C)O.CC(C)O.CC(C)O.CC(C)O.CC(C)O.CC(C)O.CC(C)O.CC(C)O.CC(C)O.CCO
calculated total energy	-1904.03688	Eh

The geometry in XYZ format:
```
117
Properties=species:S:1:pos:R:3:lowdin_charge:R:1
C -0.1188 -1.4930 -1.0434 -0.017
C 0.1088 -0.3066 -0.0853 -0.472
C -1.0458 0.6634 -0.0795 -0.029
O 0.2267 -0.8371 1.2071 -0.084
H 0.6873 -2.2081 -0.8788 0.088
H -0.1979 -1.0678 -2.0439 0.063
H -1.0989 -1.9024 -0.7987 0.070
H 1.0656 0.2019 -0.2043 0.127
H -1.1814 1.2048 -1.0158 0.068
H -0.9598 1.4586 0.6610 0.066
H -1.9527 0.0912 0.1159 0.077
H 0.9587 -0.3990 1.6474 0.035
C -2.9201 3.0644 2.0226 -0.048
C -3.0065 2.1556 3.2480 -0.475
C -2.7006 2.9391 4.5082 -0.068
O -4.3699 1.7264 3.3976 -0.069
H -1.9398 3.5047 1.8404 0.073
H -3.5744 3.9352 2.0638 0.088
H -3.0525 2.5252 1.0845 0.061
H -2.4166 1.2394 3.2229 0.100
H -3.4018 3.7693 4.5926 0.089
H -1.7271 3.4225 4.4264 0.067
H -2.6012 2.3120 5.3942 0.081
H -4.4294 1.2463 4.2268 0.084
C -0.2435 5.5368 -3.9084 -0.063
C -1.1733 4.4014 -4.1563 -0.526
C -1.3523 3.6207 -2.8773 -0.067
O -2.4412 4.8605 -4.5832 -0.042
H 0.0065 6.1262 -4.7905 0.082
H 0.7467 5.1292 -3.7045 0.072
H -0.5599 6.2175 -3.1180 0.092
H -0.7989 3.7618 -4.9555 0.123
H -1.7977 2.6552 -3.1171 0.077
H -1.9892 4.1206 -2.1476 0.090
H -0.3477 3.5104 -2.4690 0.068
H -3.0103 4.0921 -4.6690 0.086
C -4.1006 -2.4223 0.1149 -0.049
C -5.2826 -1.7398 0.8437 -0.510
C -5.1452 -0.2578 0.8992 -0.058
O -6.4750 -2.0316 0.1682 -0.046
H -3.9954 -1.9100 -0.8414 0.079
H -4.2075 -3.4819 -0.1175 0.073
H -3.1495 -2.4124 0.6474 0.055
H -5.4121 -2.1809 1.8320 0.131
H -5.0414 0.1919 -0.0883 0.088
H -4.2808 0.1287 1.4391 0.052
H -6.0531 0.1189 1.3703 0.089
H -6.4846 -2.9764 -0.0017 0.085
C -1.0431 -4.4188 -3.0995 -0.048
C 0.3296 -4.7869 -3.6914 -0.504
C 0.6899 -6.2539 -3.5917 -0.065
O 0.2898 -4.4060 -5.0475 -0.057
H -1.7699 -4.9505 -3.7137 0.081
H -1.3282 -3.3799 -3.2652 0.065
H -1.2212 -4.6179 -2.0427 0.078
H 1.1306 -4.1909 -3.2540 0.122
H 0.0664 -6.9525 -4.1497 0.079
H 0.7255 -6.6200 -2.5656 0.079
H 1.6289 -6.5165 -4.0789 0.073
H 1.1887 -4.1559 -5.2735 0.086
C 5.2177 2.6424 -0.2521 -0.042
C 3.7537 2.3637 -0.7000 -0.475
C 2.7408 3.3753 -0.1211 -0.037
O 3.6469 2.2213 -2.0828 -0.048
H 5.3808 2.5217 0.8189 0.075
H 5.4626 3.6582 -0.5625 0.076
H 5.9375 1.9723 -0.7223 0.075
H 3.5015 1.3967 -0.2647 0.113
H 2.8884 3.5450 0.9454 0.078
H 1.7149 3.0531 -0.2994 0.065
H 2.7941 4.3604 -0.5848 0.075
H 3.9672 3.0131 -2.5211 0.111
C 3.1762 -3.0008 2.3916 -0.036
C 4.3546 -2.2152 1.8607 -0.490
C 4.1255 -1.5746 0.4983 -0.032
O 4.7353 -1.1782 2.7030 -0.058
H 2.2536 -2.4203 2.3981 0.059
H 3.3456 -3.3845 3.3976 0.088
H 2.8620 -3.8697 1.8134 0.090
H 5.2251 -2.8705 1.8913 0.136
H 3.1635 -1.0655 0.4389 0.060
H 4.0620 -2.3132 -0.3008 0.090
H 4.8482 -0.7960 0.2542 0.078
H 5.6411 -0.9489 2.4826 0.107
C 1.3118 1.4777 -4.9856 -0.034
C 1.4775 0.2215 -4.0783 -0.487
C 1.0947 -1.0421 -4.7982 -0.058
O 2.8260 0.0843 -3.6639 -0.068
H 0.3049 1.5721 -5.3921 0.070
H 2.0243 1.3748 -5.8040 0.081
H 1.5990 2.4001 -4.4807 0.060
H 1.0802 0.2581 -3.0640 0.111
H 1.2454 -1.8719 -4.1078 0.058
H 1.7843 -1.1707 -5.6325 0.090
H 0.0639 -1.1468 -5.1366 0.089
H 3.0902 0.8719 -3.1828 0.028
C 0.6508 1.4959 3.9441 -0.040
C 1.9931 0.7148 3.9599 -0.436
C 1.9566 -0.5915 4.7391 -0.041
O 2.2658 0.4090 2.6037 -0.079
H 0.2562 1.8300 4.9037 0.080
H -0.0865 0.8678 3.4439 0.052
H 0.7407 2.3727 3.3029 0.078
H 2.7002 1.4481 4.3477 0.135
H 1.5066 -0.4700 5.7245 0.082
H 2.9366 -1.0524 4.8619 0.072
H 1.3966 -1.3853 4.2447 0.071
H 3.1153 -0.0298 2.5170 0.052
C -2.8677 -2.4336 4.8856 -0.055
C -2.1177 -1.5916 3.7692 -0.314
O -1.4972 -2.3732 2.7995 -0.091
H -3.6714 -3.0637 4.5046 0.063
H -3.2205 -1.8000 5.6994 0.062
H -2.1463 -3.1189 5.3306 0.063
H -1.2901 -1.0600 4.2389 0.092
H -2.8239 -0.9368 3.2587 0.086
H -0.9486 -1.8010 2.2581 0.027
```

How do the records compare in relative energy (zero: lowest compared OMol25 entry of this formula, charge and spin)? In the order shown, they have 126.9 52.0 0.0 109.0 500.2 178.3 kJ/mol.
How do the records compare in max |F|? In the order shown, they have 0.8 5.5 0.9 4.5 0.5 2.5 eV/Å.